(1)
{
  "formula": "C12H25ClFNO4S",
  "method": "the ωB97M-V functional and the def2-TZVPD basis",
  "smiles": "CCCCN(Cl)S(=O)(=O)F.C1CCOC1.C1CCOC1",
  "lumo_energy_ev": -0.2,
  "homo_lumo_gap_ev": 9.018,
  "homo_ev": -9.2,
  "elements": ["Cl", "S", "F", "O", "O", "O", "O", "N", "C", "C", "C", "C", "C", "C", "C", "C", "C", "C", "C", "C", "H", "H", "H", "H", "H", "H", "H", "H", "H", "H", "H", "H", "H", "H", "H", "H", "H", "H", "H", "H", "H", "H", "H", "H", "H"],
  "positions_angstrom": [[0.07, -0.45, -4.70], [0.51, 1.53, -2.67], [0.36, 0.09, -1.88], [1.93, 1.93, -2.52], [-2.70, 0.03, 1.91], [0.54, -4.09, 4.62], [-0.34, 2.58, -2.08], [0.24, 1.23, -4.33], [-0.15, 3.36, -5.54], [-1.47, 5.57, -6.08], [-0.86, -1.43, 2.15], [2.56, -4.18, 5.86], [-2.23, -1.07, 2.70], [-0.84, 2.08, -4.90], [1.12, -3.67, 5.86], [-0.35, -0.09, 1.65], [2.89, -4.15, 4.38], [-0.78, 4.69, -4.97], [1.58, -4.56, 3.75], [-1.62, 0.54, 1.12], [0.54, -4.07, 6.69], [-1.66, 2.33, -4.20], [-1.80, 0.26, 0.08], [0.92, 3.33, -5.23], [-2.02, 6.38, -5.56], [-1.31, 1.53, -5.75], [-0.67, 6.04, -6.69], [3.22, -3.57, 6.47], [-2.17, -0.74, 3.74], [3.72, -4.81, 4.11], [-0.22, -1.90, 2.90], [1.44, -4.14, 2.75], [-2.14, 4.96, -6.73], [2.59, -5.20, 6.23], [1.49, -5.65, 3.68], [-1.60, 1.63, 1.19], [0.43, -0.17, 0.90], [-0.17, 3.30, -6.65], [1.09, -2.58, 5.89], [0.04, 0.49, 2.49], [-0.96, -2.13, 1.31], [-2.94, -1.89, 2.64], [-1.47, 4.48, -4.12], [3.16, -3.14, 4.07], [0.06, 5.28, -4.53]],
  "lowdin_charge": [0.69, 0.68, -0.22, -0.29, -0.14, -0.15, -0.27, -0.64, -0.17, -0.12, -0.17, -0.18, -0.20, -0.27, -0.21, -0.17, -0.18, -0.25, -0.21, -0.21, 0.12, 0.11, 0.11, 0.11, 0.07, 0.11, 0.07, 0.11, 0.12, 0.11, 0.10, 0.11, 0.07, 0.12, 0.12, 0.12, 0.10, 0.11, 0.12, 0.12, 0.12, 0.12, 0.10, 0.11, 0.11]
}



(2)
{
  "formula": "C12H25ClFeI2NP2",
  "method": "the ωB97M-V functional and the def2-TZVPD basis",
  "multiplicity": 6,
  "lumo_energy_ev": [-10.2, -10.4],
  "homo_lumo_gap_ev": [4.450, 4.246],
  "total_charge": 2,
  "homo_ev": [-14.7, -14.7],
  "relative_energy_kcal_mol": 32.8,
  "elements": ["I", "I", "Fe", "Cl", "P", "P", "N", "C", "C", "C", "C", "C", "C", "C", "C", "C", "C", "C", "C", "H", "H", "H", "H", "H", "H", "H", "H", "H", "H", "H", "H", "H", "H", "H", "H", "H", "H", "H", "H", "H", "H", "H", "H", "H"],
  "positions_angstrom": [[1.17, 1.27, -0.19], [-0.46, -1.54, 0.77], [-1.26, 0.37, -0.96], [-2.95, 0.89, -2.27], [-1.80, 1.33, 1.19], [0.26, -0.88, -2.36], [2.66, -0.82, 2.01], [3.89, -0.52, 1.64], [-0.77, 1.23, 2.70], [1.85, -1.63, -1.83], [3.46, -1.76, 4.05], [4.77, -1.43, 3.68], [-2.21, 3.09, 1.09], [5.01, -0.80, 2.45], [-3.34, 0.54, 1.76], [-0.56, -2.25, -3.22], [0.82, 0.22, -3.69], [5.92, -1.78, 4.58], [2.43, -1.41, 3.18], [-1.15, 2.00, 3.38], [1.39, -1.64, 3.40], [-3.75, 1.17, 2.56], [6.84, -1.38, 4.18], [0.29, 1.45, 2.50], [-2.80, 3.33, 1.98], [-3.12, -0.46, 2.16], [-0.83, 0.26, 3.17], [-0.66, -3.11, -2.56], [-2.80, 3.30, 0.19], [1.77, -2.17, -0.88], [-0.01, 0.82, -4.08], [3.23, -2.28, 4.98], [6.01, -0.49, 2.13], [1.24, -0.41, -4.48], [6.02, -2.87, 4.69], [-1.55, -1.95, -3.57], [2.63, -0.89, -1.72], [3.98, -0.01, 0.68], [1.59, 0.91, -3.32], [5.75, -1.38, 5.59], [-1.31, 3.69, 1.07], [2.13, -2.35, -2.61], [0.07, -2.51, -4.08], [-4.06, 0.44, 0.95]],
  "mulliken_spin": [0.59, 0.52, 3.76, 0.22, -0.09, -0.09, 0.02, 0.00, 0.03, 0.03, 0.00, 0.00, 0.00, 0.00, 0.01, 0.00, 0.00, 0.00, 0.00, 0.00, 0.00, 0.00, 0.00, 0.00, 0.00, 0.00, 0.00, 0.00, 0.00, 0.00, 0.00, 0.00, 0.00, 0.00, 0.00, 0.00, 0.00, 0.00, 0.00, 0.00, 0.00, 0.00, 0.00, 0.00]
}



(3)
{
  "formula": "C12H25N5O6Pb",
  "method": "the ωB97M-V functional and the def2-TZVPD basis",
  "lumo_energy_ev": [-0.8, -0.8],
  "homo_lumo_gap_ev": [4.536, 4.531],
  "homo_ev": [-5.3, -5.3],
  "relative_energy_kcal_mol": 0.0,
  "elements": ["Pb", "O", "O", "O", "O", "O", "O", "N", "N", "N", "N", "N", "C", "C", "C", "C", "C", "C", "C", "C", "C", "C", "C", "C", "H", "H", "H", "H", "H", "H", "H", "H", "H", "H", "H", "H", "H", "H", "H", "H", "H", "H", "H", "H", "H", "H", "H", "H", "H"],
  "positions_angstrom": [[-0.49, 0.00, -0.79], [-0.53, -0.53, 2.55], [-2.58, 2.43, -1.09], [1.30, 0.64, -3.63], [-0.99, -3.32, 0.39], [1.72, -1.23, 1.38], [-1.22, 0.21, -4.25], [1.35, 0.12, -2.35], [0.75, 1.90, 0.44], [-1.24, 0.06, 1.64], [1.58, -0.89, 0.06], [-2.24, 1.64, -0.18], [-2.64, 0.91, 3.49], [2.71, -0.81, -0.64], [1.33, 2.52, 1.23], [4.04, -1.27, -0.14], [2.08, 3.34, 2.16], [-2.23, 0.89, 2.06], [2.58, -0.18, -1.94], [-2.07, -0.65, -3.45], [-3.81, 2.77, 1.30], [1.97, 2.87, 3.62], [3.73, 0.10, -2.84], [-2.78, 1.75, 1.07], [3.93, -1.95, 0.71], [-3.38, 3.78, 1.22], [-1.19, -3.07, 1.31], [-1.76, 0.75, -4.84], [2.33, 1.84, 3.72], [4.65, 0.22, -2.25], [-1.41, -1.42, -3.02], [-3.04, -0.07, 3.79], [-4.60, 2.70, 0.54], [-0.07, -3.64, 0.44], [-4.27, 2.67, 2.29], [3.90, -0.72, -3.55], [1.70, 4.37, 2.07], [0.82, -0.96, 1.82], [-2.81, -1.16, -4.08], [0.34, 0.53, -3.89], [0.93, 2.90, 3.95], [-1.78, 1.15, 4.13], [3.13, 3.34, 1.84], [4.65, -0.42, 0.17], [-3.41, 1.67, 3.66], [-2.58, -0.08, -2.66], [4.57, -1.79, -0.95], [3.56, 1.02, -3.42], [2.56, 3.50, 4.28]],
  "lowdin_charge": [1.45, -0.27, -0.23, -0.06, -0.09, -0.06, -0.15, -0.13, 0.16, -0.25, -0.12, -0.32, -0.04, -0.27, -0.13, -0.02, -0.21, -0.31, -0.27, -0.17, -0.06, -0.08, -0.02, -0.33, 0.08, 0.08, 0.04, 0.12, 0.08, 0.08, 0.05, 0.09, 0.08, 0.04, 0.05, 0.11, 0.13, 0.03, 0.09, 0.06, 0.08, 0.07, 0.12, 0.10, 0.06, 0.05, 0.09, 0.09, 0.08]
}



(4)
{
  "formula": "C12H25NO18PS4",
  "method": "the ωB97M-V functional and the def2-TZVPD basis",
  "lumo_energy_ev": -3.5,
  "homo_lumo_gap_ev": 8.356,
  "total_charge": 1,
  "homo_ev": -11.9,
  "elements": ["S", "S", "S", "S", "P", "O", "O", "O", "O", "O", "O", "O", "O", "O", "O", "O", "O", "O", "O", "O", "O", "O", "O", "N", "C", "C", "C", "C", "C", "C", "C", "C", "C", "C", "C", "C", "H", "H", "H", "H", "H", "H", "H", "H", "H", "H", "H", "H", "H", "H", "H", "H", "H", "H", "H", "H", "H", "H", "H", "H", "H"],
  "positions_angstrom": [[4.16, -5.16, 0.99], [1.21, 5.29, -3.53], [-1.59, -4.28, 0.95], [-4.49, 0.73, 1.31], [1.82, 3.98, 0.23], [-3.32, 0.10, 0.41], [-1.24, -5.59, 1.78], [-3.89, 1.47, 2.37], [-0.13, 5.37, -3.01], [3.23, -3.92, 0.55], [-0.88, -3.19, 1.52], [1.99, 5.01, 1.46], [1.62, 3.75, -3.62], [-0.88, -4.69, -0.42], [2.26, 6.02, -2.93], [-2.99, -4.23, 0.72], [-5.06, -0.63, 1.91], [-5.44, 1.32, 0.45], [5.42, -5.00, 0.37], [2.76, 2.75, 0.71], [4.28, -4.77, 2.54], [1.15, 5.60, -5.09], [3.41, -6.36, 0.88], [-0.82, 4.23, -0.29], [-0.10, -5.89, -0.23], [1.42, 3.29, -4.97], [-1.93, 4.35, 0.31], [-0.80, -6.63, 0.88], [-4.47, -1.76, 1.23], [3.86, -3.42, 2.74], [1.71, 4.50, -5.83], [-1.95, 3.40, 1.47], [2.77, -3.21, 1.70], [-3.10, -1.27, 0.81], [-0.45, 3.46, 1.81], [0.08, 3.27, 0.37], [-2.73, 5.02, 0.04], [2.01, 5.92, 1.12], [0.39, 2.96, -5.07], [2.62, -2.16, 1.46], [2.78, 4.67, -5.94], [3.37, 2.60, -0.04], [4.71, -2.76, 2.56], [2.09, 2.46, -5.18], [-1.69, -7.15, 0.51], [-0.10, 2.70, 2.50], [-5.09, -2.01, 0.37], [3.50, -3.28, 3.75], [-2.67, 3.53, 2.26], [1.24, 4.44, -6.81], [-4.42, -2.61, 1.90], [-2.17, 2.45, 0.98], [-0.15, -7.33, 1.40], [-2.68, -1.84, -0.02], [-0.05, -6.46, -1.15], [-2.40, -1.28, 1.64], [0.91, -5.59, 0.06], [-0.33, 4.47, 2.17], [-0.02, 2.25, 0.03], [-0.57, 4.75, -1.14], [1.82, -3.65, 2.02]],
  "lowdin_charge": [0.60, 0.58, 0.60, 0.59, 0.84, -0.20, -0.17, -0.24, -0.26, -0.20, -0.23, -0.23, -0.21, -0.18, -0.21, -0.21, -0.17, -0.21, -0.20, -0.24, -0.18, -0.17, -0.22, 0.10, -0.14, -0.15, 0.05, -0.14, -0.15, -0.16, -0.14, -0.11, -0.17, -0.17, -0.13, -0.34, 0.17, 0.08, 0.14, 0.14, 0.14, 0.06, 0.14, 0.14, 0.14, 0.13, 0.14, 0.14, 0.12, 0.14, 0.13, 0.11, 0.14, 0.12, 0.14, 0.12, 0.11, 0.11, 0.14, 0.12, 0.12]
}



Number 1: E -48600.96072 eV, maximum force 5.9 eV Å⁻¹. Number 2: E -96013.24935 eV, maximum force 1.7 eV Å⁻¹. Number 3: E -37824.84489 eV, maximum force 3.8 eV Å⁻¹. Number 4: E -103815.17959 eV, maximum force 3.4 eV Å⁻¹.